P:
{"formula": "C3H3O3S", "method": "the ωB97M-V functional and the def2-TZVPD basis", "symbols": ["O", "O", "C", "O", "H", "S", "H", "C", "C", "H"], "xyz": [[-1.77, -0.70, -1.91], [-0.01, 1.09, -2.99], [-1.45, -0.96, -0.76], [-1.88, -1.73, 0.10], [-0.65, 0.74, 1.90], [1.43, 0.45, -2.30], [-0.42, 0.21, -3.00], [-0.38, -0.03, -0.05], [-0.15, 0.68, 0.96], [0.93, 1.21, 1.10]], "nbo_charge": [-0.7099, -0.8677, 0.7145, -0.6746, 0.2316, -0.0308, 0.5039, 0.1835, -0.5961, 0.2456], "lumo_energy_ev": [2.6, 2.6], "gap_ev": [6.200, 6.198], "total_charge": -1}

=====

Q:
{"formula": "C3H3O3S", "method": "the ωB97M-V functional and the def2-TZVPD basis", "symbols": ["S", "O", "H", "O", "H", "C", "H", "C", "O", "C"], "xyz": [[-0.89, -0.57, 0.31], [-2.28, -0.11, 0.35], [-0.69, 1.63, 0.42], [-0.34, -1.44, -0.92], [1.31, 2.41, -0.57], [1.25, 1.30, -0.28], [0.14, -2.48, 0.72], [0.03, 0.94, 0.23], [2.23, 0.55, -0.62], [-0.76, -2.24, 0.35]], "nbo_charge": [1.8515, -0.9461, 0.2157, -0.7296, 0.0910, 0.3056, 0.1300, -0.7608, -0.7027, -0.4547], "lumo_energy_ev": 3.9, "gap_ev": 7.761, "smiles": "O=[S@@]1(/C=C\\[O-])=CO1", "total_charge": -1}

=====

Among the structures above, stability is smallest for Q.